Below is C16H31BrCl4MgO10P as an isolated structure, with properties calculated with ωB97M-V/def2-TZVPD.

```
64
Properties=species:S:1:pos:R:3:forces:R:3:nbo_charge:R:1
C 5.685565 2.540126 -0.198284 -3.34 -5.07 3.37 -0.15
C 5.129109 1.629590 0.591955 0.70 4.10 -3.96 -0.17
C 3.994797 0.838642 1.449365 0.44 -0.06 3.50 0.78
O 4.081683 0.644256 2.702243 0.04 0.90 -6.01 -0.53
O 2.798665 0.339922 0.761168 1.83 2.01 1.31 -0.56
C 1.684690 1.283392 1.043895 -0.52 1.62 0.06 0.05
C 1.814739 2.551652 0.062507 -1.33 0.38 -0.18 -0.67
C 0.291187 0.473521 0.928381 1.15 -1.61 0.34 -0.09
O -0.614295 0.952999 -0.104915 -0.55 0.26 1.88 -0.59
C -1.471885 2.027426 0.365795 0.13 0.71 0.25 -0.19
C -3.073751 1.723099 0.278910 0.04 -0.51 0.66 -0.19
O -3.726440 2.925180 -0.287351 1.04 -1.32 1.87 -0.58
C -3.610253 4.059586 0.619806 -1.21 1.87 0.05 -0.12
C -2.893749 5.310433 -0.146536 -0.20 -0.71 -0.86 -0.10
O -1.479173 5.450672 0.151273 -1.70 1.24 0.43 -0.55
C -1.224222 6.403787 1.220346 1.63 -0.63 1.22 -0.08
C -1.222531 5.623601 2.669076 -0.70 0.34 -0.48 -0.66
H 6.070968 3.182972 -1.083363 -0.72 -1.46 2.41 0.27
H 1.736393 1.687982 2.138527 0.36 -0.87 -1.94 0.22
H 2.829243 3.096899 0.110272 -1.59 -0.89 0.36 0.31
H 1.531754 2.311359 -1.044811 0.56 0.07 1.97 0.20
H 1.023657 3.331902 0.427301 1.51 -1.24 -0.60 0.22
H -0.231515 0.386833 1.969977 0.76 0.46 -1.87 0.18
H 0.571632 -0.627238 0.652134 -0.51 1.99 0.28 0.21
H -1.275510 2.933689 -0.348056 -0.19 -1.20 1.69 0.23
H -1.208316 2.267963 1.461683 -0.35 -0.01 -1.85 0.23
H -3.508615 1.449258 1.316187 0.66 0.55 -1.63 0.21
H -3.273447 0.793313 -0.422536 0.08 1.83 1.41 0.21
H -3.149507 3.817884 1.644319 -0.40 0.24 -1.77 0.20
H -4.704256 4.411208 0.837943 1.81 -0.71 -0.37 0.19
H -2.957987 5.066418 -1.287929 0.08 0.32 2.04 0.22
H -3.490516 6.298987 -0.002021 1.10 -1.63 0.11 0.18
H -0.137083 6.798319 1.077457 -2.05 -0.68 -0.05 0.22
H -1.965735 7.283110 1.206253 1.04 -1.36 -0.03 0.17
H -1.135096 4.485404 2.523765 0.04 1.83 0.01 0.21
H -0.348034 5.956468 3.335946 -1.50 -0.38 -1.01 0.24
H -2.251372 5.827597 3.148793 1.68 -0.36 -0.32 0.19
C -0.580066 -6.750961 -0.858812 -0.15 -0.59 0.23 -0.28
O -0.124773 -6.261445 -2.113721 0.98 1.06 3.05 -0.71
P 0.089738 -4.545942 -2.134770 -1.51 0.83 -9.08 2.21
O -0.975000 -4.425671 -3.221977 -0.32 -0.09 1.58 -1.00
O 1.571851 -4.696542 -2.842110 0.63 -0.27 0.80 -0.76
C 1.973980 -5.882945 -3.481726 -1.11 4.10 -1.56 -0.09
O 0.332706 -2.845748 -2.094223 1.12 -1.86 2.82 -0.65
C -0.795999 -2.077088 -1.703999 -0.61 0.20 0.02 -0.28
H -0.707746 -7.833932 -0.930692 0.03 0.14 -0.04 0.20
H 0.154165 -6.529285 -0.080333 -0.14 -0.20 0.15 0.17
H -1.539323 -6.294804 -0.605860 0.07 -0.14 0.01 0.18
H 1.203801 -6.271337 -4.146029 -0.10 -0.63 0.44 0.24
H 2.237484 -6.638052 -2.709749 -2.32 0.64 1.84 0.10
H 2.866769 -5.681895 -4.073149 -0.44 0.60 0.18 0.22
H -1.215990 -2.471388 -0.773796 -0.11 0.24 -0.05 0.17
H -1.557356 -2.081791 -2.491311 0.16 -0.18 0.14 0.21
H -0.475731 -1.051002 -1.538690 0.23 -0.03 0.01 0.22
O 3.754218 4.563821 1.747921 -0.56 0.44 -0.14 -1.32
H 4.216954 3.750589 1.593187 0.50 -0.50 0.04 0.38
C -1.356186 -5.291718 2.569602 -0.01 -0.04 -0.01 -0.28
Cl -0.798887 -6.926662 2.956260 -0.05 0.16 -0.01 0.02
Cl -0.047102 -4.342322 1.847569 -0.09 0.03 0.05 0.02
Cl -2.755793 -5.350794 1.487385 -0.02 0.13 0.28 0.02
H -1.660829 -4.805263 3.495628 0.10 -0.11 -0.23 0.24
Mg -2.256514 1.695391 -2.011208 0.25 0.03 -2.17 0.12
Br 3.469886 -7.542491 -2.898252 3.82 -4.29 -2.09 0.20
Cl 4.684927 -8.948959 -4.756611 -0.13 0.32 1.43 -0.43
```
Forces are in eV/Å.

**HOMO**: -3.01 eV
**2S+1**: 1
**Net charge**: -1
**Calculated total energy**: -6336.26163 Eh

Below is a 4-piece molecular cluster, C20H38BrNO6PS3 overall, with properties calculated with ωB97M-V/def2-TZVPD.

```
70
Properties=species:S:1:pos:R:3:forces:R:3:nbo_charge:R:1
Br 5.345078 0.886067 2.160641 -0.42 -1.19 -0.75 -0.01
P 4.579317 -0.843471 1.001222 -0.18 0.17 -0.45 0.86
C 3.214097 -0.451825 -0.199199 -0.53 0.17 -0.83 -0.74
C 2.746399 1.056245 -0.237089 0.80 0.34 0.46 -0.41
C 1.970804 1.557458 1.047910 -0.64 0.00 -0.88 -0.44
C 1.103024 0.470641 1.765648 0.00 0.97 0.89 -0.21
N -0.172843 0.174035 1.089436 -0.70 -0.91 0.40 -0.38
C -0.742088 0.683406 -0.087326 -2.14 -2.18 0.53 -0.12
C -1.997292 -0.034588 -0.266657 1.19 0.19 0.82 -0.28
C -2.210465 -1.002356 0.868762 3.69 2.89 -0.72 -0.31
C -1.006328 -0.782115 1.672778 -2.54 -1.00 -1.32 -0.06
H 5.665967 -1.384984 0.239405 -0.44 0.33 0.65 0.09
H 4.186777 -1.860005 1.931191 0.26 0.63 -0.43 0.09
H 2.379187 -1.179719 0.013521 0.81 0.74 -0.04 0.29
H 3.578852 -0.700277 -1.241136 0.02 -0.01 1.28 0.30
H 3.686925 1.683820 -0.306401 -0.99 -0.60 -0.14 0.22
H 2.198982 1.234187 -1.205061 0.36 -0.41 1.10 0.25
H 2.684952 2.079192 1.737428 -0.83 -0.77 -0.41 0.23
H 1.257620 2.361487 0.699824 0.79 -0.74 0.55 0.26
H 0.848134 0.874341 2.791439 0.33 -0.35 -1.09 0.25
H 1.620369 -0.511874 1.945901 -0.18 0.87 -0.26 0.17
H -0.264171 1.469935 -0.703991 -0.50 -0.77 0.65 0.22
H -2.669566 0.134258 -1.142889 0.72 -0.22 1.12 0.26
H -3.053464 -1.705021 1.030876 0.95 0.77 -0.04 0.23
H -0.791112 -1.340233 2.619776 0.23 0.97 -1.07 0.22
C 0.938646 -2.213908 -4.251343 0.09 0.03 -0.10 -0.41
C 0.660745 -3.618705 -4.793649 -0.12 0.06 -0.06 -0.40
C 1.404463 -4.613776 -3.897089 0.02 -0.18 -0.48 -0.68
S 1.521177 -3.844006 -2.283919 -0.55 -0.02 -0.26 2.16
O 2.916981 -3.576977 -1.995568 -0.04 0.06 0.35 -0.98
O 0.668169 -4.543949 -1.357303 0.46 0.05 0.23 -0.93
C 0.735175 -2.305157 -2.743410 -0.09 0.29 -0.24 -0.67
H 0.280220 -1.469027 -4.699477 0.04 -0.03 0.05 0.24
H 1.971735 -1.929948 -4.473844 -0.05 0.02 0.01 0.21
H -0.413513 -3.818123 -4.752621 0.06 0.02 0.00 0.22
H 0.972240 -3.718533 -5.833939 -0.02 -0.02 0.07 0.23
H 0.866258 -5.556109 -3.807515 0.14 0.02 0.18 0.26
H 2.417182 -4.797110 -4.256843 -0.01 0.02 0.14 0.25
H 1.188342 -1.478793 -2.197407 -0.06 -0.10 0.12 0.23
H -0.323948 -2.384540 -2.492940 0.08 0.00 0.11 0.26
C 3.635682 5.146891 4.297452 0.05 0.03 -0.07 -0.41
C 2.857754 6.465034 4.245852 0.10 0.08 0.07 -0.40
C 1.421823 6.134968 3.826560 0.17 0.45 -0.18 -0.68
S 1.108169 4.461973 4.386611 -0.05 0.28 0.38 2.17
O 0.922743 3.614680 3.228948 -0.05 -0.14 0.08 -0.97
O 0.162307 4.491312 5.470793 -0.08 -0.28 -0.31 -0.92
C 2.741419 4.167440 5.049354 0.46 -0.03 0.00 -0.68
H 4.601888 5.265714 4.789580 -0.05 -0.02 -0.03 0.23
H 3.816054 4.784771 3.280163 0.00 -0.01 0.04 0.20
H 2.855169 6.924658 5.237762 0.01 -0.04 -0.05 0.22
H 3.314613 7.176692 3.557087 -0.05 -0.03 0.05 0.23
H 0.701837 6.809064 4.287817 -0.10 -0.19 -0.06 0.26
H 1.306929 6.154342 2.742596 -0.07 -0.11 0.07 0.25
H 3.020685 3.125632 4.897874 -0.19 -0.02 0.04 0.24
H 2.714278 4.397966 6.115303 -0.09 -0.04 -0.05 0.25
C -5.206558 -3.135241 -1.230107 -0.01 0.02 0.12 -0.40
C -6.591601 -2.501597 -1.068813 -0.07 -0.13 0.02 -0.40
C -6.526117 -1.095063 -1.671922 -0.33 -0.02 0.41 -0.68
S -5.262802 -1.152938 -2.941351 -0.31 -0.24 -0.13 2.18
O -4.167239 -0.299754 -2.540634 -0.14 0.02 -0.34 -0.96
O -5.882672 -1.043406 -4.237200 0.31 0.26 0.05 -0.93
C -4.786867 -2.852931 -2.667523 0.15 -0.37 0.21 -0.67
H -5.223846 -4.205518 -1.021086 0.03 0.06 -0.01 0.23
H -4.503062 -2.666401 -0.536251 0.01 -0.05 -0.07 0.21
H -7.330403 -3.099846 -1.609065 0.05 0.03 0.02 0.21
H -6.900517 -2.466944 -0.023245 0.00 0.02 -0.07 0.23
H -7.474301 -0.804244 -2.121428 0.17 0.12 -0.09 0.26
H -6.224404 -0.355085 -0.930159 0.07 0.01 -0.13 0.25
H -3.717076 -2.969954 -2.834173 -0.04 0.14 -0.10 0.25
H -5.346911 -3.472154 -3.369938 0.02 0.11 -0.02 0.25
```
Forces are in eV/Å.

**HOMO**: -10.15 eV
**2S+1**: 1
**Net charge**: +1
**Calculated total energy**: -5400.65453 Eh

Below is a 2-piece molecular cluster, CH5NO5P2S overall, with properties calculated with ωB97M-V/def2-TZVPD.

```
15
Properties=species:S:1:pos:R:3:forces:R:3:nbo_charge:R:1
C 0.452514 -2.218416 1.558647 0.31 2.57 3.15 -0.41
N -0.738802 -1.370804 1.481390 1.08 0.32 -0.22 -1.06
O 0.753806 2.204508 -1.323585 -0.38 0.96 -0.66 -1.07
O 0.434331 0.979002 -3.582550 -0.53 0.93 -0.70 -1.18
O -1.563150 1.271110 -1.934979 0.96 0.27 -3.01 -1.04
O -1.656626 1.035979 0.912960 0.81 -1.27 -0.62 -1.16
O 0.456143 -0.201068 -1.360856 -0.90 -0.57 0.96 -1.21
P -0.454749 0.123577 1.117523 -1.56 1.85 0.61 1.91
P 0.038117 1.012936 -2.161665 0.77 -1.19 1.60 2.52
S 1.071052 1.267556 1.757715 0.20 -0.87 -0.09 -0.82
H 0.679676 -2.554815 0.627886 1.29 -0.86 -2.81 0.19
H 0.240818 -3.047598 2.158477 -0.69 -1.66 1.00 0.15
H 1.357618 -1.756467 2.141252 -1.20 -0.36 -1.42 0.16
H -1.772245 1.249857 -1.026460 -0.40 -0.14 2.43 0.51
H 0.701496 2.004643 -0.365753 0.25 0.03 -0.21 0.51
```
Forces are in eV/Å.

**HOMO**: -1.38 eV
**2S+1**: 1
**Net charge**: -2
**Calculated total energy**: -1553.17014 Eh

Max |F| across the listed records, respectively: 0.1798; 0.0923; 0.0793 hartree/bohr.
Relative energy (zero: lowest compared OMol25 entry of this formula, charge and spin) across the listed records, respectively: 927.1; 0.0; 54.3 kJ/mol.